(1)
14
Properties=species:S:1:pos:R:3 method="wB97M-V/def2-TZVPD" smiles="CC1=CC(=C=N)C1"
C 2.34304 -0.19023 -0.13835
C 0.93765 -0.26196 -0.11254
C -0.03112 -1.09864 0.34027
C -1.10462 -0.14787 0.10025
C -2.41910 -0.08694 0.06866
N -3.59636 0.09029 -0.16144
C -0.02158 0.89560 -0.33527
H 2.86094 -1.01912 -0.53242
H 2.68606 -0.02637 0.87941
H 2.60522 0.63119 -0.66786
H -0.12542 -2.06819 0.87761
H -4.37066 0.25058 0.46355
H 0.04009 1.47654 -1.29396
H 0.19586 1.55511 0.51208

***

(2)
10
Properties=species:S:1:pos:R:3 method="wB97M-V/def2-TZVPD"
H 1.86443 -1.18520 0.26498
N 2.16563 -0.26331 -0.06157
C 1.15543 0.42096 -0.19478
N -0.16126 -0.06532 -0.12932
O -0.21920 -1.37418 0.32906
C -1.26620 0.64308 -0.29376
S -2.75635 0.06152 0.10303
H 1.17540 1.51346 -0.40495
H -0.90626 -1.37882 0.98120
H -1.05163 1.62780 -0.59388

***

(3)
DFT (the ωB97M-V functional and the def2-TZVPD basis) results for C6H10 in the gas phase in a non-equilibrium geometry.

```
16
C6H10, DFT the ωB97M-V functional and the def2-TZVPD basis
C -0.90233 2.62624 0.09823
C 0.17817 1.82069 -0.46452
C 0.48166 0.56311 -0.06539
C 0.03733 -0.12299 1.09616
C -0.02644 -1.60738 1.05246
C 0.35738 -2.41177 -0.16332
H -1.30306 2.02366 0.89735
H -0.67022 3.60240 0.51441
H -1.75878 2.87034 -0.53263
H 1.04879 0.07541 -0.85585
H 0.68168 2.24545 -1.32416
H -1.07275 -1.83729 1.30141
H 0.50748 -2.00241 1.92618
H 1.41188 -2.24828 -0.38854
H 0.18212 -3.48251 -0.02227
H -0.22582 -2.07195 -1.01961
```

***

(4)
DFT (the ωB97M-V functional and the def2-TZVPD basis) results for C7H12N2O3S in the gas phase.

```
25
C7H12N2O3S, DFT the ωB97M-V functional and the def2-TZVPD basis
C 1.70568 2.03153 0.36712
C 0.51179 2.67937 0.31584
C 0.20541 0.58420 -0.26573
C -1.39372 -2.86738 0.14366
C -1.82304 2.02937 -0.28292
C -0.39112 -0.70482 -0.66521
C -0.79531 -1.53392 0.56776
N 1.48891 0.74409 0.00387
N -0.42586 1.75722 -0.07697
O 3.93258 0.15590 0.14468
O 2.27437 -1.39651 1.06492
O 2.48415 -1.13762 -1.35419
S 2.74488 -0.61606 -0.04256
H 2.69228 2.35682 0.62220
H 0.25193 3.69650 0.52344
H -2.29329 -2.72210 -0.45258
H -0.67362 -3.42716 -0.44619
H -1.65267 -3.45708 1.01896
H -2.01444 2.28786 -1.32690
H -2.41675 1.15614 -0.02019
H -2.12299 2.86548 0.34624
H -1.25497 -0.54445 -1.31416
H 0.38287 -1.25200 -1.20910
H 0.10062 -1.70642 1.16490
H -1.51770 -0.97897 1.17311
```

***

(5)
32
Properties=species:S:1:pos:R:3 method="wB97M-V/def2-TZVPD" total_charge=+1
C 3.30456 0.93534 0.05706
C 2.11163 -1.05815 -0.46386
C 1.07673 3.10092 0.26439
C -0.23616 2.14966 2.02538
C -1.79484 -2.96870 -0.72154
C -3.42062 -1.38991 -1.48286
C 0.92795 0.76608 0.54612
N -0.35112 -0.72438 1.13779
N 2.02695 0.29945 -0.03711
N 0.65809 1.95327 0.95909
N -2.04114 -1.58286 -1.07205
P -1.73255 -0.32265 0.61684
H 3.30114 1.74301 0.70820
H 4.10863 0.25397 0.33999
H 3.58826 1.30461 -1.04293
H 1.17131 -1.47625 -0.88525
H 3.03435 -1.15465 -1.18148
H 2.39048 -1.72424 0.36163
H 1.72155 2.79733 -0.58409
H 0.21042 3.54287 -0.17381
H 1.52045 3.87434 0.96087
H 0.31843 2.92153 2.72844
H -1.27321 2.43963 1.65710
H -0.23723 1.16162 2.54554
H -1.83190 -3.77753 -1.61433
H -0.90889 -3.11495 -0.15142
H -2.64278 -3.45306 -0.16471
H -4.00209 -1.27819 -0.61113
H -3.58183 -0.36120 -1.95134
H -3.82349 -2.19280 -2.29614
H -1.31463 -1.35242 -1.76292
H -2.27848 -1.31170 1.28852

***

(6)
8
Properties=species:S:1:pos:R:3 method="wB97M-V/def2-TZVPD" smiles="CSON=O"
C -1.26594 -0.04999 -0.02335
S 0.02309 -1.38122 -0.11756
O 1.24927 -0.59302 0.37132
N 1.77415 0.68350 -0.38245
O 2.71953 1.08367 0.13449
H -0.85449 0.94390 0.42058
H -1.97590 -0.64357 0.60666
H -1.66972 -0.04328 -1.00968

***

| no. | E (eV) |
| --- | --- |
| 1 | -7821.98626 |
| 2 | -17999.47083 |
| 3 | -6379.94106 |
| 4 | -27411.85583 |
| 5 | -22821.16765 |
| 6 | -17501.70519 |